No. 1
Entry from the Open Molecules 2025 dataset: a molecular structure, C48H58N5NaP2SSi in a non-equilibrium geometry (ωB97M-V with the def2-TZVPD basis set).

## Properties
**Net charge**: -2

Positions of all 116 atoms, in Å:
Na  0.04499  -0.06038  -0.36980
C  2.31049  -3.31998  0.97360
C  1.17039  -4.17498  0.43270
C  1.70729  -5.48598  -0.14530
P  -0.00841  -3.04688  -0.52400
C  -1.39851  -4.25068  -0.98210
C  -1.12751  -5.17368  -2.16480
C  -1.90271  -5.02208  0.23310
C  0.67839  -2.75858  -2.18580
C  1.86419  -3.15058  -2.77820
C  2.19729  -2.69598  -4.04530
C  1.37059  -1.79618  -4.70110
C  0.19509  -1.37298  -4.12200
C  -0.17721  -1.85638  -2.86270
N  -1.28241  -1.46848  -2.17910
C  -2.50921  -1.53568  -2.68980
C  -2.85341  -2.33548  -3.81200
C  -4.16021  -2.55988  -4.16020
C  -5.20171  -2.00168  -3.42380
C  -4.89401  -1.16638  -2.36060
C  -3.58311  -0.89308  -2.00970
P  -3.05451  0.28522  -0.73250
C  -4.21821  -0.18038  0.66760
C  -4.08631  0.81442  1.81240
C  -3.77331  -1.56158  1.13070
C  -3.80661  1.89452  -1.41460
C  -5.28601  1.96152  -1.79140
C  -2.93821  2.22502  -2.62620
H  2.82779  -3.84368  1.77930
H  1.91229  -2.39348  1.38160
H  3.03539  -3.07608  0.20000
H  0.54299  -4.43128  1.29880
H  2.27779  -5.33308  -1.05710
H  0.91149  -6.19668  -0.35800
H  2.37359  -5.95318  0.58510
H  -2.19761  -3.56728  -1.28650
H  -0.37741  -5.92508  -1.93370
H  -0.77841  -4.59598  -3.01630
H  -2.04751  -5.68588  -2.45270
H  -1.21961  -5.82478  0.50870
H  -2.88111  -5.46128  0.02270
H  -2.00851  -4.34598  1.07970
H  2.55139  -3.80438  -2.26060
H  3.11839  -3.02568  -4.50620
H  1.65799  -1.42058  -5.67480
H  -0.43491  -0.64108  -4.61080
H  -2.05031  -2.79168  -4.37800
H  -4.38211  -3.19618  -5.01260
H  -6.23191  -2.20908  -3.69010
H  -5.70561  -0.73228  -1.79340
H  -5.25971  -0.22688  0.32410
H  -3.05761  0.81482  2.16980
H  -4.73681  0.53022  2.64140
H  -4.33921  1.82682  1.50090
H  -2.72281  -1.51818  1.41250
H  -3.87961  -2.28948  0.32990
H  -4.35381  -1.89678  1.99090
H  -3.62461  2.64872  -0.63640
H  -5.49481  1.33982  -2.65840
H  -5.54241  2.98962  -2.05630
H  -5.93311  1.66092  -0.96880
H  -3.02911  1.43442  -3.37230
H  -1.89601  2.29572  -2.31770
H  -3.24331  3.16742  -3.08300
C  2.38149  2.91952  3.88180
Si  1.50149  1.73092  5.08090
C  0.39659  2.85292  6.19600
C  2.82569  0.90572  6.20880
C  0.43469  0.34172  4.38930
C  -0.67491  -0.13038  5.05630
C  -1.36671  -1.24498  4.58700
C  -0.93091  -1.79988  3.39500
N  0.10699  -1.37108  2.71000
C  0.83159  -0.35098  3.20590
S  2.28229  0.04332  2.43680
H  2.78249  3.79422  4.38960
H  1.70619  3.25282  3.09990
H  3.19719  2.39952  3.39320
H  1.00769  3.55162  6.75960
H  -0.19991  2.29702  6.91330
H  -0.28821  3.43492  5.58650
H  3.50549  1.63142  6.64940
H  3.40989  0.21752  5.60580
H  2.37149  0.33352  7.01510
H  -0.99891  0.35972  5.96780
H  -2.20631  -1.65998  5.13140
H  -1.43511  -2.66478  2.97310
N  7.48479  7.55672  -0.84470
C  6.61929  6.79402  -0.84780
C  5.55359  5.88102  -0.87320
C  4.82529  5.67652  -2.05360
C  3.80119  4.75332  -2.08540
C  3.45899  4.02832  -0.94440
C  4.16389  4.26372  0.23920
C  5.20799  5.15922  0.27910
C  2.43479  2.95682  -0.94150
C  2.92659  1.70152  -1.27960
C  4.27759  1.42372  -1.67710
C  4.37339  0.06552  -1.77470
C  3.08569  -0.42938  -1.44240
N  2.22679  0.52302  -1.18420
C  1.15769  3.28282  -0.47270
C  0.69539  4.60302  -0.18370
C  -0.59651  4.46522  0.25720
C  -0.85501  3.07622  0.24210
N  0.16509  2.37562  -0.20210
H  5.08199  6.24962  -2.93470
H  3.26359  4.57992  -3.00710
H  3.88959  3.70212  1.12010
H  5.76859  5.30212  1.19400
H  5.05029  2.15672  -1.83800
H  5.23699  -0.51668  -2.04640
H  2.78819  -1.45668  -1.37970
H  1.25239  5.51892  -0.31040
H  -1.27591  5.24932  0.55030
H  -1.76091  2.57772  0.53800

***

No. 2
Entry from the Open Molecules 2025 dataset: a molecular structure, C48H59IN4PPbSe in a non-equilibrium geometry (ωB97M-V with the def2-TZVPD basis set).

## Properties
**Net charge**: +1

Positions of all 115 atoms, in Å:
Pb  1.07949  -0.23599  -0.78923
C  2.96203  -0.98730  -3.36628
C  1.46327  -1.11965  -3.65845
C  1.29391  -1.36421  -5.16392
C  -0.74854  -2.33917  -2.68739
C  -0.68089  -3.75217  -3.31082
C  -1.25426  -4.85898  -2.49258
C  -1.69324  -4.66362  -1.25700
C  -1.75965  -3.33577  -0.62664
C  -2.23811  -3.30090  0.81455
C  -1.23131  -4.03273  1.71033
C  -3.63981  -3.89891  0.98572
C  -1.34495  -2.25791  -1.31121
N  -1.30870  -0.96491  -0.76020
C  -2.30780  -0.23035  -0.50799
C  -2.02461  1.06191  0.18388
N  -0.84515  1.24932  0.58970
C  -0.54028  2.40245  1.37834
C  -0.21726  3.60587  0.74029
C  0.05266  4.71209  1.53821
C  -0.00973  4.63018  2.91946
C  -0.34568  3.42964  3.52702
C  -0.61838  2.29459  2.77112
C  -0.98026  0.98433  3.44638
C  -1.95575  1.16982  4.60918
C  0.29750  0.27351  3.90587
C  -0.18417  3.71563  -0.77704
C  -0.83345  5.00502  -1.28439
C  1.24998  3.61212  -1.30930
C  -3.29847  1.79600  0.30507
C  -3.68804  3.00442  0.82941
C  -5.04444  3.38971  0.70499
C  -5.98197  2.59147  0.09848
C  -5.61851  1.32317  -0.42030
C  -6.47561  0.38278  -1.04414
C  -5.98144  -0.82020  -1.48389
C  -4.61897  -1.17333  -1.34696
C  -3.76183  -0.27951  -0.76082
C  -4.27723  0.96000  -0.29893
H  3.41678  -0.29281  -4.07425
H  3.46282  -1.95317  -3.47498
H  3.16229  -0.62541  -2.35726
H  0.96742  -0.17540  -3.39746
H  2.09137  -2.01222  -5.53367
H  1.37257  -0.41622  -5.69723
H  0.33926  -1.80813  -5.43531
H  -1.09431  -3.79949  -4.31754
H  -1.25995  -5.84781  -2.93632
H  -2.03656  -5.50857  -0.67330
H  -2.27571  -2.26583  1.15513
H  -1.19513  -5.10053  1.48571
H  -1.51172  -3.92115  2.75889
H  -0.22738  -3.62269  1.57823
H  -3.66920  -4.94448  0.67527
H  -4.38101  -3.35332  0.40712
H  -3.93651  -3.85458  2.03497
H  0.30904  5.65614  1.07306
H  0.19428  5.50551  3.52278
H  -0.40604  3.37758  4.60690
H  -1.46449  0.33753  2.71376
H  -1.47859  1.66150  5.45861
H  -2.31231  0.19777  4.95293
H  -2.81944  1.76595  4.31000
H  0.80398  0.85743  4.67853
H  0.98848  0.14203  3.06811
H  0.06887  -0.71122  4.31818
H  -0.75091  2.88097  -1.19360
H  -0.21435  5.87588  -1.06245
H  -1.81642  5.16062  -0.83753
H  -0.95705  4.95818  -2.36721
H  1.84763  4.46072  -0.96835
H  1.25356  3.61203  -2.40113
H  1.74022  2.69661  -0.96538
H  -2.99848  3.66131  1.33924
H  -5.34534  4.34925  1.10521
H  -7.00958  2.92455  0.01661
H  -7.52547  0.61934  -1.16786
H  -6.65390  -1.52732  -1.95163
H  -4.28614  -2.13604  -1.70380
Se  4.69117  -3.81003  -0.64016
C  3.55145  -2.51043  -0.44987
N  2.77877  -1.62988  -0.32061
I  -1.87727  -0.92925  -3.92942
C  0.83260  -2.20338  -2.76375
C  0.89079  -3.65581  -3.35031
C  1.64988  -4.64796  -2.53787
C  2.04297  -4.35575  -1.30248
C  1.81585  -3.00794  -0.76477
N  1.34150  -2.01838  -1.40514
H  1.25136  -3.68139  -4.37642
H  1.87441  -5.60797  -2.98928
H  2.58878  -5.05915  -0.68873
H  2.13970  -2.81702  0.25784
C  4.11019  3.36987  2.48744
C  2.88082  2.76982  1.80444
P  3.08433  1.09797  1.04706
C  4.53992  1.46955  -0.05001
C  4.63351  0.76061  -1.40156
C  3.76586  0.24520  2.54753
C  3.59788  -1.26063  2.73511
H  3.85424  4.35262  2.88574
H  4.94125  3.50357  1.79465
H  4.45635  2.76067  3.32119
H  2.53749  3.43663  1.01293
H  2.05782  2.68495  2.52098
H  5.44892  1.28952  0.52633
H  4.47589  2.54538  -0.22789
H  4.75164  -0.31373  -1.29885
H  5.49466  1.14078  -1.95147
H  3.74724  0.95216  -2.01715
H  3.26341  0.75474  3.37349
H  4.82425  0.50590  2.60614
H  2.56001  -1.57340  2.60994
H  3.90705  -1.52567  3.74687
H  4.21237  -1.83507  2.04454

***

The calculation returns the following total energy values, one per record and in order: -3670.47805, -5316.26824 a.u..
The calculation returns the following energy relative to the best compared isomer or geometry (same formula, charge and spin) values, one per record and in order: 0.914, 12.136 eV.
The calculation returns the following frontier orbital gap values, one per record and in order: 5.436, 6.362 eV.